[1]
Density functional theory data (wB97M-V/def2-TZVPD) for a molecular structure, C34H48N6O4S2SbV.

The geometry in XYZ format:
```
96
Properties=species:S:1:pos:R:3
V -0.909 0.991 0.068
N 2.776 3.053 -0.229
C 3.926 2.226 -0.086
C 5.170 2.823 0.003
C 6.304 2.030 0.133
C 6.180 0.652 0.175
C 4.924 0.063 0.094
C 3.792 0.849 -0.039
S 2.222 0.036 -0.135
N 1.135 1.374 -0.124
C 1.513 2.617 -0.206
C 0.410 3.633 -0.259
C 0.617 4.995 -0.369
C -0.493 5.836 -0.413
C -1.759 5.286 -0.345
C -1.886 3.909 -0.229
N -0.826 3.106 -0.185
H 2.948 4.041 -0.291
H 5.262 3.901 -0.038
H 7.278 2.493 0.201
H 7.057 0.029 0.269
H 4.835 -1.017 0.128
H 1.605 5.426 -0.436
H -0.357 6.904 -0.505
H -2.646 5.902 -0.381
H -2.848 3.417 -0.175
O -4.158 -0.648 -0.759
C -3.467 0.276 -1.069
O -2.746 0.996 -0.175
C -3.294 0.782 -2.470
C -2.022 1.032 -2.974
C -1.844 1.452 -4.280
C -2.976 1.640 -5.052
C -4.255 1.404 -4.585
C -4.409 0.954 -3.282
N -2.797 2.111 -6.448
O -3.797 2.363 -7.078
O -1.657 2.199 -6.854
H -1.125 0.859 -2.373
H -0.868 1.630 -4.706
H -5.101 1.566 -5.236
H -5.393 0.735 -2.891
C 3.948 -4.784 1.397
C 2.540 -5.352 1.541
C 1.556 -4.398 2.219
C 1.474 -3.015 1.582
N 1.141 -3.109 0.161
C 0.145 -2.519 -0.493
S -0.946 -1.430 0.321
N -0.043 -2.842 -1.766
C -1.175 -2.478 -2.629
C -1.971 -3.697 -3.079
C -1.294 -4.585 -4.123
C -0.090 -5.388 -3.630
H 4.646 -5.545 1.050
H 4.318 -4.408 2.353
H 3.995 -3.959 0.680
H 2.579 -6.271 2.126
H 2.157 -5.664 0.563
H 1.860 -4.249 3.258
H 0.558 -4.843 2.243
H 2.422 -2.482 1.682
H 0.703 -2.412 2.055
H 1.667 -3.802 -0.355
H 0.559 -3.562 -2.143
H -0.783 -1.930 -3.490
H -1.807 -1.808 -2.054
H -2.908 -3.321 -3.494
H -2.242 -4.283 -2.196
H -0.999 -3.971 -4.979
H -2.044 -5.280 -4.501
H 0.832 -4.798 -3.602
H 0.124 -6.221 -4.298
H -0.269 -5.811 -2.638
C -2.573 -0.861 3.864
C -1.175 -0.262 3.994
Sb -0.946 1.412 2.714
C -2.603 2.627 3.264
C -2.689 2.974 4.746
C 0.788 2.454 3.390
C 1.017 2.417 4.897
H -2.644 -1.782 4.442
H -2.823 -1.104 2.829
H -3.336 -0.181 4.243
H -0.405 -0.983 3.718
H -0.971 0.069 5.013
H -3.479 2.068 2.932
H -2.552 3.529 2.651
H -2.568 2.098 5.385
H -3.663 3.407 4.974
H -1.933 3.705 5.033
H 0.687 3.479 3.025
H 1.636 2.005 2.865
H 0.198 2.876 5.449
H 1.929 2.954 5.156
H 1.130 1.394 5.258
```

2S+1: 3
LUMO level (spin up / spin down) in eV: -6.457 / -6.471
Net charge: +2



[2]
Density functional theory data (wB97M-V/def2-TZVPD) for a molecular structure, C34H48N7O3ScSi.

The geometry in XYZ format:
```
94
Properties=species:S:1:pos:R:3
Sc -0.005 0.195 0.327
C -1.472 4.627 0.923
Si -1.661 2.802 1.330
C -3.362 2.542 2.046
C -0.344 2.339 2.621
N -1.298 1.737 -0.010
C -1.915 1.836 -1.262
C -2.799 2.843 -1.656
C -3.310 2.887 -2.945
C -2.945 1.933 -3.882
C -2.090 0.901 -3.515
C -1.622 0.862 -2.219
O -0.767 -0.169 -1.737
C -0.756 -1.383 -2.470
C -1.937 -2.079 -2.662
C -1.899 -3.284 -3.348
C -0.694 -3.776 -3.834
C 0.474 -3.053 -3.645
C 0.448 -1.844 -2.961
H -0.997 5.161 1.750
H -2.449 5.092 0.772
H -0.889 4.815 0.019
H -3.584 3.336 2.763
H -3.466 1.594 2.577
H -4.132 2.578 1.272
H 0.438 3.100 2.678
H 0.179 1.378 2.539
H -0.809 2.315 3.610
H -3.090 3.606 -0.945
H -3.995 3.679 -3.219
H -3.331 1.974 -4.890
H -1.816 0.137 -4.229
H -2.881 -1.670 -2.324
H -2.816 -3.834 -3.510
H -0.670 -4.715 -4.368
H 1.412 -3.427 -4.033
H 1.355 -1.283 -2.789
C 2.616 4.080 -0.924
C 1.459 3.143 -0.523
N 1.926 1.744 -0.428
C 2.275 1.282 -1.790
C 3.215 2.288 -2.484
N 3.734 3.217 -1.427
C 4.309 2.422 -0.292
C 3.140 1.705 0.414
H 3.002 4.653 -0.083
H 2.336 4.769 -1.718
H 0.644 3.181 -1.244
H 1.058 3.452 0.438
H 1.360 1.165 -2.375
H 2.741 0.301 -1.700
H 2.704 2.896 -3.228
H 4.066 1.801 -2.955
H 4.463 3.807 -1.826
H 4.837 3.106 0.369
H 5.028 1.725 -0.718
H 2.906 2.172 1.371
H 3.422 0.676 0.616
O 1.434 -0.500 1.751
C 1.938 -1.283 0.869
O 1.450 -1.237 -0.307
C 3.055 -2.177 1.204
C 3.599 -2.155 2.487
C 4.650 -3.001 2.798
C 5.149 -3.868 1.833
C 4.602 -3.894 0.555
C 3.554 -3.049 0.236
H 3.190 -1.481 3.228
H 5.077 -2.994 3.792
H 5.965 -4.533 2.080
H 4.991 -4.580 -0.185
H 3.103 -3.066 -0.748
C -1.557 -1.098 2.795
N -1.462 -1.249 1.296
C -1.049 -2.681 1.037
N -1.970 -3.624 1.618
C -2.027 -3.403 3.066
N -2.478 -2.043 3.377
C -3.807 -1.849 2.789
N -3.778 -2.043 1.337
C -2.863 -1.091 0.758
C -3.304 -3.400 1.055
H -1.895 -0.081 3.010
H -0.559 -1.242 3.211
H -0.060 -2.831 1.473
H -0.994 -2.831 -0.043
H -1.036 -3.562 3.495
H -2.718 -4.118 3.510
H -4.157 -0.839 3.012
H -4.500 -2.563 3.232
H -3.192 -0.076 0.974
H -2.827 -1.226 -0.323
H -3.268 -3.555 -0.025
H -4.000 -4.118 1.487
```

LUMO level in eV: -4.982
Net charge: +2



[3]
Density functional theory data (wB97M-V/def2-TZVPD) for a molecular structure, C34H49HgN7O6PS.

The geometry in XYZ format:
```
99
Properties=species:S:1:pos:R:3
Hg 0.070 -0.650 0.600
N 2.213 0.723 -0.348
C 2.335 0.299 -1.726
C 1.540 -0.947 -2.138
O 1.873 -1.453 -3.227
N 0.540 -1.366 -1.367
C -0.277 -2.427 -1.924
C -1.660 -2.557 -1.266
O -2.563 -3.079 -1.927
O -1.774 -2.106 -0.077
H 2.896 0.287 0.259
H 2.259 1.727 -0.231
H 1.949 1.093 -2.376
H 3.367 0.109 -2.044
H -0.421 -2.274 -2.995
H 0.214 -3.403 -1.822
N 6.474 0.340 -0.782
C 5.617 -0.293 0.148
C 5.498 0.196 1.446
C 4.638 -0.409 2.354
C 3.895 -1.518 1.964
C 4.040 -2.033 0.684
C 4.898 -1.426 -0.221
S 2.629 -2.179 3.037
O 2.349 -3.505 2.532
O 3.140 -2.099 4.386
N 1.371 -1.280 2.712
C 1.258 0.040 3.069
N 0.250 0.631 2.337
C 0.072 2.006 2.453
C 0.823 2.699 3.376
C 1.761 2.011 4.131
N 2.001 0.658 3.950
H 6.553 1.331 -0.605
H 6.162 0.196 -1.733
H 6.058 1.079 1.739
H 4.504 -0.014 3.352
H 3.438 -2.883 0.394
H 4.971 -1.806 -1.234
H -0.688 2.442 1.820
H 0.676 3.765 3.508
H 2.373 2.507 4.875
O -2.470 1.115 0.670
C -3.220 0.558 1.461
C -3.734 1.292 2.685
C -2.970 0.861 3.945
C -3.460 -0.455 4.545
C -3.345 -1.669 3.627
C -4.162 -1.557 2.339
N -3.550 -0.739 1.315
H -4.809 1.126 2.820
H -3.570 2.351 2.488
H -3.069 1.646 4.702
H -1.904 0.795 3.708
H -4.511 -0.339 4.844
H -2.896 -0.651 5.462
H -3.683 -2.554 4.177
H -2.299 -1.841 3.355
H -5.172 -1.196 2.572
H -4.276 -2.548 1.899
H -3.028 -1.238 0.574
C -4.089 4.648 -2.308
C -2.580 4.900 -2.316
C -2.241 5.837 -1.147
C -2.180 5.593 -3.617
P -1.731 3.267 -1.875
C 0.040 3.709 -2.137
C 0.797 3.819 -0.968
C 2.143 4.164 -1.009
C 2.767 4.376 -2.229
C 2.036 4.248 -3.404
C 0.689 3.926 -3.356
C -2.145 1.984 -3.191
C -0.996 0.967 -3.177
C -2.418 2.439 -4.624
C -3.391 1.262 -2.652
H -4.624 5.603 -2.355
H -4.393 4.127 -1.398
H -4.402 4.045 -3.163
H -2.779 6.784 -1.263
H -1.172 6.056 -1.112
H -2.524 5.392 -0.192
H -2.712 6.549 -3.700
H -2.426 4.998 -4.497
H -1.111 5.810 -3.636
H 0.326 3.604 -0.015
H 2.705 4.245 -0.086
H 3.821 4.623 -2.269
H 2.521 4.393 -4.362
H 0.138 3.832 -4.282
H -0.096 1.344 -3.660
H -1.311 0.062 -3.703
H -0.739 0.668 -2.159
H -1.573 2.966 -5.067
H -3.299 3.081 -4.694
H -2.609 1.553 -5.237
H -3.209 0.881 -1.646
H -3.630 0.413 -3.299
H -4.261 1.924 -2.615
```

2S+1: 2
LUMO level (spin up / spin down) in eV: 3.884 / 3.883
Net charge: -2



In the order shown, the computed energy relative to the best compared isomer or geometry (same formula, charge and spin) values come out to 28.33 0.00 0.00 kcal per mole.